1.
C41H68Br15F4N4O7PS as an isolated structure, computed with ωB97M-V with the def2-TZVPD basis set.

For the highest occupied orbital energy, the calculation gives -0.262 Eh. The HOMO-LUMO gap comes out at 6.9 eV. The LUMO energy is -0.2367 eV.

Cartesian coordinates (Å):
C (-0.20, -1.15, 3.24)
C (0.34, -0.32, 2.19)
C (1.16, -0.70, 0.91)
C (0.43, -1.31, -0.39)
O (1.28, -2.07, -1.17)
C (2.58, -2.07, -1.60)
C (2.93, -1.65, -3.15)
C (2.70, -2.78, -4.25)
N (3.92, -3.58, -4.61)
C (3.19, -3.59, -1.45)
C (2.18, -4.78, -1.73)
C (2.58, -5.99, -0.73)
F (3.79, -6.64, -1.15)
P (4.02, -1.13, -0.70)
N (4.02, 0.57, -1.21)
O (5.54, -1.74, -1.19)
C (-0.57, -2.44, 0.27)
Br (-1.59, -3.53, -1.05)
C (0.19, -3.58, 1.11)
C (-1.00, -4.32, 1.96)
C (-0.47, -0.15, -1.20)
O (-1.83, -0.37, -0.76)
C (-2.85, -0.32, -1.67)
N (-3.69, 0.03, -2.44)
O (-0.11, 1.08, -0.51)
C (-1.12, 2.04, -0.27)
C (-1.84, 2.03, 1.19)
C (-3.10, 3.05, 1.05)
N (-0.18, 0.02, -2.59)
C (-0.34, -1.04, -3.58)
C (-1.58, -0.89, -4.62)
O (-1.78, 0.11, -5.33)
C (-2.51, -2.19, -4.74)
C (-1.79, -3.55, -4.87)
C (-2.50, -4.92, -4.96)
C (-4.06, -4.92, -4.90)
C (-4.78, -3.57, -4.79)
C (-4.04, -2.20, -4.71)
S (0.43, 1.45, -3.23)
O (0.94, 1.27, -4.65)
O (1.68, 2.02, -2.57)
C (-0.84, 2.84, -3.50)
F (-2.17, 2.39, -3.46)
F (-0.60, 3.95, -2.63)
F (-0.70, 3.41, -4.79)
H (-1.34, -1.31, 3.23)
H (0.38, -1.72, 4.04)
H (0.26, 0.81, 2.43)
H (1.88, 0.18, 0.68)
H (1.93, -1.51, 1.24)
H (4.05, -1.36, -3.26)
H (2.38, -0.66, -3.35)
H (1.77, -3.44, -4.07)
H (2.44, -2.21, -5.23)
H (4.11, -3.45, -5.62)
H (4.75, -3.20, -4.12)
H (4.16, -3.72, -2.03)
H (3.49, -3.65, -0.33)
H (1.08, -4.54, -1.70)
H (2.41, -5.20, -2.78)
H (2.59, -5.66, 0.37)
H (1.72, -6.76, -0.84)
H (3.94, 1.14, -0.35)
H (4.94, 0.81, -1.63)
H (6.08, -1.04, -1.61)
H (-1.33, -2.02, 0.99)
H (0.91, -3.22, 1.91)
H (0.64, -4.42, 0.49)
H (-1.49, -5.16, 1.37)
H (-0.44, -4.84, 2.82)
H (-1.72, -3.58, 2.43)
H (-0.60, 3.07, -0.28)
H (-1.98, 2.15, -1.01)
H (-2.24, 1.00, 1.43)
H (-1.15, 2.46, 1.99)
H (-4.05, 2.51, 0.75)
H (-2.84, 3.84, 0.25)
H (-3.22, 3.62, 2.04)
H (-0.43, -2.05, -3.06)
H (0.53, -1.20, -4.32)
H (-0.65, -3.57, -4.89)
H (-1.90, -5.89, -5.04)
H (-4.59, -5.93, -4.94)
H (-5.94, -3.59, -4.74)
H (-4.63, -1.24, -4.59)
Br (3.88, 1.85, 2.16)
C (4.85, 3.42, 2.78)
C (6.34, 3.23, 2.65)
Br (7.03, 2.08, 4.06)
H (4.53, 3.61, 3.80)
H (4.51, 4.24, 2.14)
H (6.86, 4.18, 2.77)
H (6.64, 2.78, 1.70)
Br (-7.37, -1.87, -8.19)
C (-8.09, -3.68, -8.28)
C (-8.27, -4.26, -6.90)
Br (-6.57, -4.83, -6.14)
H (-7.41, -4.26, -8.91)
H (-9.05, -3.58, -8.79)
H (-8.88, -5.17, -6.95)
H (-8.72, -3.57, -6.20)
Br (1.88, 1.58, 4.97)
C (2.52, 0.56, 6.50)
C (3.18, -0.73, 6.07)
Br (1.86, -2.09, 5.59)
H (1.67, 0.42, 7.16)
H (3.25, 1.21, 6.98)
H (3.73, -1.17, 6.91)
H (3.84, -0.62, 5.22)
Br (-3.52, 0.14, 4.29)
C (-2.96, 0.76, 6.05)
C (-3.06, 2.26, 6.16)
Br (-1.58, 3.14, 5.23)
H (-1.95, 0.38, 6.22)
H (-3.64, 0.28, 6.75)
H (-2.97, 2.58, 7.19)
H (-3.98, 2.66, 5.73)
Br (3.80, 5.47, -0.97)
C (4.77, 7.05, -0.36)
C (6.26, 6.86, -0.49)
Br (6.96, 5.71, 0.93)
H (4.45, 7.24, 0.67)
H (4.43, 7.86, -1.00)
H (6.79, 7.81, -0.36)
H (6.56, 6.41, -1.44)
Br (-2.98, -1.18, 9.27)
C (-4.73, -0.86, 10.06)
C (-5.38, 0.36, 9.48)
Br (-4.60, 2.00, 10.20)
H (-4.58, -0.80, 11.14)
H (-5.32, -1.76, 9.83)
H (-6.44, 0.41, 9.75)
H (-5.29, 0.42, 8.39)
Br (1.33, 7.83, 1.57)
C (1.11, 8.69, -0.17)
C (-0.28, 8.45, -0.72)
Br (-0.45, 6.65, -1.44)
H (1.90, 8.31, -0.82)
H (1.27, 9.75, 0.02)
H (-0.47, 9.11, -1.57)
H (-1.06, 8.57, 0.02)

Here are the Löwdin charges for atoms 1 to 4, given in e: -0.081, -0.134, -0.126, -0.261


2.
A 10-piece molecular cluster, C41H70N2O18P overall, computed with ωB97M-V with the def2-TZVPD basis set.

For the highest occupied orbital energy, the calculation gives -0.413 Eh. The HOMO-LUMO gap comes out at 8.4 eV. The LUMO energy is -2.8246 eV. The charge is +1.

Cartesian coordinates (Å):
C (-3.44, 0.96, -2.25)
C (-4.66, 0.08, -1.60)
C (-4.18, -1.04, -0.49)
N (-3.26, -0.36, 0.49)
P (-2.04, -1.47, 1.17)
N (-0.55, -1.65, 0.19)
C (-0.84, -1.89, -1.27)
C (-1.40, -3.39, -1.64)
H (-2.43, 0.95, -1.65)
H (-3.21, 0.60, -3.34)
H (-3.81, 2.09, -2.28)
H (-5.27, -0.44, -2.48)
H (-5.42, 0.81, -1.05)
H (-3.73, -2.02, -0.96)
H (-5.17, -1.39, 0.08)
H (-3.88, -0.10, 1.30)
H (-1.61, -0.87, 2.44)
H (-2.60, -2.77, 1.56)
H (0.10, -2.36, 0.60)
H (0.17, -1.73, -1.87)
H (-1.60, -1.08, -1.65)
H (-1.45, -4.13, -0.74)
H (-0.67, -3.83, -2.47)
H (-2.45, -3.29, -2.18)
O (-5.68, 2.67, -3.96)
C (-6.79, 2.53, -3.47)
O (-7.32, 1.33, -3.09)
C (-8.67, 1.52, -2.67)
C (-8.77, 2.98, -2.30)
C (-7.79, 3.62, -3.26)
H (-9.33, 1.25, -3.50)
H (-8.89, 0.87, -1.82)
H (-9.79, 3.37, -2.38)
H (-8.43, 3.13, -1.27)
H (-8.26, 3.88, -4.21)
H (-7.33, 4.50, -2.81)
O (-9.29, 5.98, -3.91)
C (-8.66, 7.03, -3.87)
O (-8.40, 7.72, -2.72)
C (-7.74, 8.95, -3.05)
C (-7.13, 8.71, -4.41)
C (-8.10, 7.76, -5.05)
H (-8.49, 9.75, -3.06)
H (-6.99, 9.17, -2.29)
H (-6.98, 9.64, -4.97)
H (-6.16, 8.22, -4.29)
H (-8.92, 8.29, -5.56)
H (-7.60, 7.08, -5.74)
O (1.82, 3.24, -6.49)
C (0.76, 3.01, -5.93)
O (-0.44, 2.86, -6.58)
C (-1.48, 2.71, -5.62)
C (-0.79, 2.23, -4.37)
C (0.56, 2.89, -4.45)
H (-1.97, 3.68, -5.47)
H (-2.22, 1.99, -5.98)
H (-1.34, 2.47, -3.45)
H (-0.67, 1.14, -4.41)
H (0.55, 3.89, -4.01)
H (1.34, 2.27, -4.00)
O (2.06, -3.04, 2.15)
C (2.69, -2.00, 2.20)
O (2.95, -1.30, 3.35)
C (3.60, -0.08, 3.02)
C (4.22, -0.31, 1.66)
C (3.24, -1.27, 1.01)
H (2.86, 0.72, 3.00)
H (4.36, 0.15, 3.77)
H (4.37, 0.61, 1.09)
H (5.19, -0.80, 1.77)
H (2.43, -0.74, 0.51)
H (3.75, -1.95, 0.33)
O (-0.47, 2.08, 4.21)
C (-0.81, 1.30, 5.08)
O (-1.98, 1.37, 5.78)
C (-1.99, 0.37, 6.79)
C (-1.00, -0.67, 6.33)
C (0.02, 0.15, 5.58)
H (-1.69, 0.83, 7.74)
H (-2.99, -0.05, 6.89)
H (-0.57, -1.25, 7.15)
H (-1.48, -1.37, 5.64)
H (0.80, 0.54, 6.25)
H (0.46, -0.41, 4.75)
O (-3.28, -7.89, -0.02)
C (-2.46, -7.31, 0.66)
O (-2.43, -5.95, 0.85)
C (-1.27, -5.60, 1.60)
C (-0.88, -6.86, 2.32)
C (-1.30, -7.94, 1.36)
H (-0.50, -5.26, 0.91)
H (-1.52, -4.79, 2.29)
H (0.19, -6.89, 2.58)
H (-1.45, -6.95, 3.25)
H (-0.51, -8.17, 0.63)
H (-1.61, -8.85, 1.89)
O (5.34, 1.09, 5.01)
C (4.93, 1.30, 6.14)
O (3.97, 2.22, 6.45)
C (3.81, 2.28, 7.87)
C (4.33, 0.96, 8.38)
C (5.42, 0.63, 7.38)
H (4.39, 3.12, 8.25)
H (2.76, 2.42, 8.12)
H (4.68, 1.00, 9.41)
H (3.54, 0.20, 8.32)
H (6.38, 1.06, 7.67)
H (5.51, -0.45, 7.24)
O (6.54, -1.95, -0.48)
C (7.17, -0.91, -0.44)
O (7.43, -0.21, 0.71)
C (8.08, 1.01, 0.38)
C (8.70, 0.78, -0.98)
C (7.73, -0.18, -1.62)
H (7.34, 1.81, 0.36)
H (8.84, 1.24, 1.13)
H (8.85, 1.70, -1.55)
H (9.67, 0.29, -0.86)
H (6.91, 0.35, -2.13)
H (8.23, -0.86, -2.31)
O (9.97, -3.88, -3.61)
C (9.07, -4.63, -3.26)
O (9.01, -5.96, -3.55)
C (7.77, -6.49, -3.08)
C (7.32, -5.53, -2.00)
C (7.85, -4.21, -2.49)
H (7.06, -6.53, -3.92)
H (7.92, -7.50, -2.69)
H (6.23, -5.54, -1.85)
H (7.79, -5.80, -1.05)
H (7.15, -3.71, -3.16)
H (8.12, -3.56, -1.65)

Here are the Löwdin charges for atoms 1 to 4, given in e: -0.150, -0.215, -0.277, -0.210


The following energy values (in Ha) correspond, in order, to the records above: -42097.31603 -3409.19842.
The following strongest force on any atom values (in eV Å⁻¹) correspond, in order, to the records above: 9.0 3.1.